Model a:
{"formula": "CH3OS", "method": "ωB97M-V/def2-TZVPD", "species": ["S", "O", "C", "H", "H", "H"], "xyz": [[0.64, -0.63, -1.64], [-0.42, 1.28, 1.81], [-0.60, 0.41, 0.99], [-1.36, -0.40, 1.19], [1.73, -0.91, -2.37], [0.00, 0.25, 0.02]], "nbo_charge": [-1.012, -0.581, 0.261, 0.050, 0.096, 0.186], "e_homo_ev": -2.9, "lumo_energy_ev": 4.34, "multiplicity": 1, "total_charge": -1, "orbital_gap_ha": 0.266}

Model b:
{"formula": "CH3OS", "method": "ωB97M-V/def2-TZVPD", "species": ["S", "O", "C", "H", "H", "H"], "xyz": [[-1.38, -0.65, -0.70], [0.76, 1.31, 0.28], [0.71, 0.08, 0.10], [0.66, -0.59, 0.97], [-1.97, 0.21, 0.13], [1.22, -0.36, -0.78]], "nbo_charge": [-0.727, -0.731, 0.174, 0.093, 0.103, 0.088], "e_homo_ev": -3.0, "lumo_energy_ev": 4.45, "multiplicity": 1, "total_charge": -1, "orbital_gap_ha": 0.275}

model b ends up most stable, edging out the next structure by 3.4 kcal/mol.